No. 1
{"formula": "H12O6", "method": "ωB97M-V/def2-TZVPD", "total_energy_ev": -12479.7582, "homo_energy_ha": -0.3884, "gap_ha": 0.391, "e_above_lowest_kj_mol": 130.8, "lumo_ev": 0.079, "smiles": "O.O.O.O.O.O", "symbols": ["O", "H", "H", "O", "H", "H", "O", "H", "H", "O", "H", "H", "O", "H", "H", "O", "H", "H"], "positions_angstrom": [[-14.618, 3.964, -8.692], [-15.405, 4.523, -8.716], [-13.888, 4.562, -8.891], [-17.490, 6.642, -13.063], [-16.879, 7.384, -13.024], [-17.255, 6.086, -12.294], [-16.436, 4.862, -11.219], [-17.274, 4.376, -11.104], [-15.761, 4.266, -10.863], [-13.769, 5.490, -13.716], [-14.278, 5.070, -13.012], [-13.662, 4.805, -14.384], [-14.904, 2.177, -12.584], [-15.220, 1.276, -12.719], [-15.206, 2.659, -13.363], [-18.610, 3.011, -10.441], [-18.137, 2.757, -9.638], [-18.558, 2.234, -11.011]], "forces_ev_per_angstrom": [[-0.2, 0.1, -0.2], [0.1, 0.0, 0.1], [0.0, -0.1, 0.0], [-0.1, -0.2, 0.3], [0.0, -0.1, 0.0], [0.1, 0.5, -0.6], [-0.1, -0.4, 0.4], [0.2, -0.1, 0.0], [-0.1, 0.0, -0.2], [0.0, -0.1, 0.1], [0.0, 0.1, -0.1], [0.0, 0.1, 0.0], [-0.1, 0.1, -0.1], [0.1, 0.0, 0.0], [0.0, -0.1, 0.1], [0.2, 0.0, 0.0], [-0.1, 0.0, -0.1], [0.0, 0.1, 0.0]], "nbo_charge": [-0.95, 0.47, 0.48, -0.96, 0.46, 0.49, -1.00, 0.50, 0.49, -0.94, 0.47, 0.46, -0.94, 0.47, 0.47, -0.95, 0.48, 0.48]}

=====

No. 2
{"formula": "C29H39N9O3Re", "method": "ωB97M-V/def2-TZVPD", "multiplicity": 2, "total_energy_ev": -52377.6190, "homo_energy_ha": [-0.4514, -0.4787], "gap_ha": [0.216, 0.254], "e_above_lowest_kj_mol": 0.0, "lumo_ev": [-6.398, -6.117], "total_charge": 2, "s2": 0.76, "symbols": ["Re", "C", "C", "C", "N", "C", "C", "C", "C", "C", "C", "C", "N", "C", "C", "C", "N", "C", "C", "C", "C", "C", "C", "C", "N", "C", "C", "H", "H", "H", "H", "H", "H", "H", "H", "H", "H", "H", "H", "H", "H", "H", "H", "H", "H", "H", "H", "H", "H", "H", "H", "H", "H", "C", "O", "C", "O", "N", "N", "H", "H", "H", "H", "H", "H", "C", "N", "C", "C", "C", "N", "C", "O", "N", "H", "H", "H", "H", "H", "H", "H"], "positions_angstrom": [[-0.229, 0.115, 0.064], [1.949, 1.941, -2.894], [3.133, 1.590, -1.993], [2.804, 0.798, -0.711], [1.661, -0.125, -0.855], [1.754, -1.072, -1.790], [2.995, -1.451, -2.359], [3.293, -2.273, -3.415], [2.434, -2.945, -4.290], [1.071, -3.006, -4.193], [0.227, -2.494, -3.198], [0.492, -1.718, -2.085], [-0.493, -1.379, -1.182], [-1.766, -2.117, -1.282], [-2.532, -2.176, 0.024], [-3.173, -0.843, 0.391], [-2.275, 0.280, 0.091], [-2.828, 1.408, -0.372], [-4.200, 1.698, -0.185], [-4.987, 2.717, -0.664], [-4.650, 3.778, -1.505], [-3.392, 4.077, -1.961], [-2.174, 3.440, -1.701], [-1.868, 2.291, -0.991], [-0.562, 1.858, -0.838], [0.472, 2.903, -1.003], [1.081, 3.084, -2.390], [1.327, 1.060, -3.076], [2.339, 2.226, -3.873], [3.643, 2.507, -1.683], [3.864, 1.044, -2.589], [2.559, 1.463, 0.106], [3.691, 0.260, -0.364], [3.859, -1.024, -1.869], [4.353, -2.387, -3.616], [2.894, -3.473, -5.116], [0.561, -3.558, -4.974], [-0.814, -2.736, -3.357], [-1.560, -3.140, -1.595], [-2.385, -1.655, -2.060], [-1.882, -2.556, 0.809], [-3.331, -2.911, -0.088], [-3.478, -0.826, 1.439], [-4.074, -0.745, -0.215], [-4.717, 1.018, 0.477], [-6.021, 2.681, -0.340], [-5.452, 4.440, -1.805], [-3.315, 4.949, -2.601], [-1.333, 3.920, -2.178], [1.262, 2.687, -0.289], [0.046, 3.858, -0.685], [1.692, 3.991, -2.332], [0.302, 3.289, -3.126], [4.030, 0.539, 4.261], [2.893, 1.363, 3.925], [2.155, 0.942, 2.908], [2.339, -0.071, 2.273], [1.185, 1.875, 2.654], [0.081, 1.623, 1.804], [4.452, 0.987, 5.152], [4.750, 0.555, 3.447], [3.708, -0.480, 4.456], [1.030, 2.561, 3.377], [-0.143, 2.510, 1.375], [-0.713, 1.313, 2.379], [-2.259, -1.999, 4.784], [-1.282, -2.217, 3.707], [-0.603, -3.381, 3.596], [0.335, -3.548, 2.648], [0.585, -2.464, 1.762], [-0.162, -1.336, 1.788], [-1.052, -1.163, 2.841], [-1.676, -0.124, 3.029], [1.536, -2.598, 0.847], [-2.382, -2.935, 5.322], [-3.209, -1.687, 4.362], [-1.901, -1.226, 5.459], [-0.851, -4.151, 4.314], [0.895, -4.467, 2.568], [2.123, -3.413, 0.874], [1.870, -1.771, 0.372]], "forces_ev_per_angstrom": [[0.1, -0.2, -0.4], [0.0, -0.1, 0.0], [0.0, 0.0, 0.0], [0.0, -0.2, 0.1], [0.2, 0.2, 0.1], [-0.1, 0.1, -0.1], [0.0, 0.0, 0.0], [0.0, 0.0, 0.0], [0.0, 0.0, 0.0], [0.0, 0.0, 0.0], [0.0, 0.0, 0.0], [0.0, 0.0, 0.0], [-0.1, 0.0, 0.0], [0.1, 0.0, -0.1], [0.0, 0.0, 0.1], [0.1, 0.1, 0.0], [-0.4, 0.0, 0.1], [0.1, -0.1, 0.1], [-0.1, 0.0, 0.0], [0.0, -0.1, 0.1], [0.0, 0.1, -0.1], [-0.1, 0.0, 0.0], [0.1, 0.0, 0.0], [-0.1, 0.1, 0.0], [0.1, 0.1, 0.1], [-0.1, 0.0, 0.0], [0.0, 0.0, 0.0], [0.0, 0.0, 0.0], [0.0, 0.0, 0.0], [0.0, 0.0, 0.0], [0.0, 0.0, 0.0], [0.0, 0.0, 0.1], [0.0, 0.0, 0.0], [0.0, 0.0, 0.0], [0.0, 0.0, 0.0], [0.0, 0.0, 0.0], [0.0, 0.0, 0.0], [0.0, 0.0, 0.0], [0.0, 0.0, 0.0], [0.0, 0.0, 0.0], [-0.1, 0.0, -0.1], [0.0, 0.0, 0.0], [0.0, 0.0, 0.0], [0.0, 0.0, 0.0], [0.0, 0.0, 0.0], [0.0, 0.0, 0.0], [0.0, 0.0, 0.0], [0.0, 0.0, 0.0], [0.0, 0.0, 0.0], [0.0, 0.0, 0.0], [0.0, 0.0, 0.0], [0.0, 0.0, 0.0], [0.0, 0.0, 0.0], [-0.1, 0.0, 0.0], [0.0, 0.0, 0.1], [0.1, 0.0, -0.2], [-0.1, -0.1, -0.2], [0.0, 0.1, -0.1], [0.1, -0.3, 0.3], [0.0, 0.0, 0.0], [0.0, 0.0, 0.0], [0.0, 0.0, 0.0], [0.0, 0.0, 0.1], [-0.1, 0.1, -0.1], [-0.1, 0.0, 0.0], [0.1, 0.0, -0.1], [0.0, -0.1, 0.1], [-0.1, 0.0, 0.1], [0.1, 0.0, 0.0], [-0.1, 0.1, 0.0], [0.0, 0.0, 0.3], [-0.1, 0.1, -0.1], [0.2, 0.1, -0.2], [0.1, 0.0, 0.0], [0.0, 0.0, 0.0], [0.0, 0.0, 0.0], [0.0, 0.0, 0.0], [0.0, 0.0, 0.0], [0.0, 0.0, 0.0], [0.0, 0.0, 0.0], [0.0, 0.0, 0.1]], "mulliken_spin": [0.68, 0.00, 0.00, -0.01, 0.10, 0.01, 0.01, 0.00, 0.01, 0.01, 0.00, 0.02, -0.03, 0.01, 0.00, 0.01, 0.03, 0.00, 0.03, 0.00, 0.02, 0.01, 0.00, 0.03, -0.03, 0.02, 0.00, 0.00, 0.00, 0.00, 0.00, 0.00, 0.00, 0.00, 0.00, 0.00, 0.00, 0.00, 0.00, 0.00, 0.00, 0.00, 0.01, 0.00, 0.01, 0.00, 0.00, 0.00, 0.00, -0.01, 0.00, 0.00, 0.00, 0.00, 0.00, 0.01, 0.00, 0.00, 0.02, 0.00, 0.00, 0.00, 0.00, 0.00, 0.00, 0.00, 0.00, 0.00, 0.00, 0.02, 0.00, 0.01, 0.00, 0.00, 0.00, 0.00, 0.00, 0.00, 0.00, 0.00, 0.01]}

=====

No. 3
{"formula": "C5H12NO", "method": "ωB97M-V/def2-TZVPD", "total_energy_ev": -8908.6249, "homo_energy_ha": -0.5329, "gap_ha": 0.372, "e_above_lowest_kj_mol": 193.4, "lumo_ev": -4.377, "total_charge": 1, "symbols": ["C", "C", "C", "C", "C", "N", "O", "H", "H", "H", "H", "H", "H", "H", "H", "H", "H", "H", "H"], "positions_angstrom": [[0.910, -1.200, -0.004], [-0.072, 1.094, -0.097], [1.694, -2.377, -0.433], [0.630, 2.294, 0.540], [-2.212, -0.050, -0.262], [-1.029, 0.343, 0.540], [1.021, -0.082, -0.554], [0.087, -1.388, 0.762], [-0.172, 1.289, -1.168], [2.599, -2.517, 0.081], [1.994, -2.245, -1.532], [1.032, -3.275, -0.283], [-0.200, 3.054, 0.645], [1.435, 2.624, -0.044], [0.932, 2.288, 1.544], [-1.977, -0.097, -1.281], [-2.546, -1.071, 0.180], [-3.033, 0.637, -0.202], [-1.093, 0.678, 1.569]], "forces_ev_per_angstrom": [[-0.2, 0.1, -0.2], [0.2, -0.1, -0.3], [-1.6, -0.2, -2.6], [-2.9, -0.2, -0.1], [-0.6, -2.0, 3.1], [-0.2, 3.2, 1.7], [1.2, -1.9, 1.2], [1.1, 0.7, -0.8], [-1.0, 0.3, 0.4], [1.2, -0.1, 1.1], [-0.5, -0.3, 1.5], [0.9, 0.8, -0.2], [0.9, -0.4, -0.9], [0.9, 0.6, -1.0], [0.7, -1.1, 1.6], [0.7, -0.5, -1.3], [0.3, 1.7, -1.2], [-0.4, 0.5, 0.4], [-0.7, -1.1, -2.4]], "nbo_charge": [0.52, 0.28, -0.74, -0.66, -0.41, -0.64, -0.42, 0.21, 0.22, 0.29, 0.27, 0.26, 0.26, 0.25, 0.24, 0.22, 0.22, 0.22, 0.42]}

=====

No. 4
{"formula": "C12H40O8", "method": "ωB97M-V/def2-TZVPD", "total_energy_ev": -29469.6833, "homo_energy_ha": -0.3607, "gap_ha": 0.373, "e_above_lowest_kj_mol": 346.7, "lumo_ev": 0.326, "smiles": "CCO.CCO.CCO.CCO.CO.CO.CO.CO", "symbols": ["C", "C", "O", "H", "H", "H", "H", "H", "H", "C", "C", "O", "H", "H", "H", "H", "H", "H", "C", "C", "O", "H", "H", "H", "H", "H", "H", "C", "C", "O", "H", "H", "H", "H", "H", "H", "C", "O", "H", "H", "H", "H", "C", "O", "H", "H", "H", "H", "C", "O", "H", "H", "H", "H", "C", "O", "H", "H", "H", "H"], "positions_angstrom": [[0.296, 0.842, 0.662], [-0.707, -0.289, 0.438], [-1.722, -0.086, -0.555], [0.822, 1.146, -0.231], [1.014, 0.582, 1.417], [-0.245, 1.714, 1.005], [-1.185, -0.596, 1.372], [-0.143, -1.120, 0.067], [-2.041, 0.821, -0.478], [-0.100, 1.177, -3.485], [-0.279, -0.297, -3.820], [-0.376, -1.143, -2.624], [-0.923, 1.636, -2.900], [-0.048, 1.756, -4.395], [0.807, 1.349, -2.902], [0.597, -0.547, -4.456], [-1.112, -0.423, -4.500], [-1.003, -0.610, -2.135], [-0.576, -4.400, -0.768], [-1.920, -3.793, -0.588], [-2.911, -4.676, -0.019], [0.044, -4.466, 0.152], [-0.072, -3.758, -1.492], [-0.668, -5.415, -1.171], [-2.349, -3.567, -1.557], [-1.907, -2.854, -0.024], [-2.534, -5.203, 0.678], [0.701, 1.469, 4.257], [0.163, 0.079, 4.455], [-0.984, -0.078, 5.252], [-0.054, 2.034, 3.728], [1.602, 1.434, 3.637], [0.928, 2.002, 5.185], [0.866, -0.633, 4.882], [0.002, -0.361, 3.487], [-1.726, 0.412, 4.907], [1.071, 4.028, -0.785], [1.206, 5.180, -1.648], [0.016, 3.677, -0.831], [1.757, 3.249, -1.087], [1.209, 4.289, 0.260], [1.865, 5.774, -1.301], [-4.475, 1.818, -0.594], [-3.255, 2.248, 0.052], [-4.484, 0.726, -0.508], [-5.359, 2.167, -0.089], [-4.581, 2.146, -1.610], [-3.277, 3.205, 0.119], [3.251, -1.274, 1.749], [3.191, -0.318, 2.812], [2.668, -0.835, 0.971], [4.309, -1.434, 1.424], [2.740, -2.183, 2.057], [3.799, -0.557, 3.516], [3.044, -0.953, -2.040], [1.931, -1.422, -1.311], [2.729, -0.258, -2.840], [3.728, -0.292, -1.445], [3.564, -1.782, -2.513], [1.094, -1.341, -1.839]], "forces_ev_per_angstrom": [[-1.3, 0.3, -0.2], [0.4, -0.2, -0.1], [0.3, 0.5, 0.1], [0.2, -0.3, -0.4], [0.3, -0.2, 0.4], [-0.1, 0.4, 0.3], [0.0, 0.2, 0.1], [0.3, -0.7, 0.0], [-0.2, 0.2, 0.2], [-0.5, 0.3, 0.8], [1.2, 0.1, -0.2], [0.4, 0.8, -2.5], [0.2, -0.5, -0.2], [0.2, 0.1, -0.4], [0.1, -0.1, -0.1], [-0.3, -0.5, 0.8], [-0.6, -0.3, 0.2], [-0.6, -0.1, 1.4], [0.8, -0.3, 0.2], [-1.4, -0.2, 0.5], [0.0, 0.3, -0.4], [-0.4, 0.2, -0.4], [0.4, -0.2, 0.0], [0.0, 0.2, -0.1], [0.1, 0.2, -0.3], [0.2, -0.1, 0.0], [0.4, -0.1, 0.4], [0.1, 0.2, 0.3], [0.5, -1.0, -0.1], [-0.1, 0.1, 0.7], [-0.2, 0.4, -0.2], [-0.1, 0.0, 0.1], [0.0, -0.2, 0.0], [0.4, 0.4, 0.3], [-0.3, -0.1, -0.8], [-0.2, 0.3, -0.3], [-0.9, 0.8, -0.2], [-0.6, -0.8, 0.2], [0.7, 0.1, -0.4], [0.1, -0.3, 0.0], [0.3, 0.0, 0.2], [0.3, 0.1, 0.2], [0.3, -0.7, 0.9], [-0.6, -0.1, -0.5], [0.1, 0.3, -0.3], [-0.3, 0.3, 0.6], [0.4, 0.0, -0.7], [0.1, 0.1, 0.0], [0.7, 0.3, 0.7], [0.1, 0.2, 0.1], [-0.1, 0.1, -0.8], [-0.9, -0.1, 0.1], [0.3, -0.4, -0.1], [0.0, -0.1, -0.1], [-0.3, 1.2, -0.4], [-0.1, 0.1, 0.2], [0.0, -0.3, 0.0], [-0.5, -1.0, 0.0], [0.4, 0.0, 0.1], [0.7, 0.0, 0.3]], "nbo_charge": [-0.63, -0.07, -0.76, 0.21, 0.23, 0.19, 0.17, 0.19, 0.50, -0.64, -0.08, -0.75, 0.20, 0.22, 0.21, 0.18, 0.17, 0.51, -0.65, -0.06, -0.73, 0.20, 0.23, 0.21, 0.18, 0.17, 0.46, -0.65, -0.06, -0.72, 0.19, 0.24, 0.21, 0.18, 0.15, 0.46, -0.25, -0.73, 0.18, 0.17, 0.17, 0.47, -0.26, -0.75, 0.20, 0.17, 0.17, 0.48, -0.25, -0.75, 0.20, 0.17, 0.17, 0.47, -0.25, -0.79, 0.15, 0.17, 0.17, 0.51]}

=====

No. 5
{"formula": "C7H11NO", "method": "ωB97M-V/def2-TZVPD", "total_energy_ev": -10969.7032, "homo_energy_ha": -0.2932, "gap_ha": 0.320, "e_above_lowest_kj_mol": 537.7, "lumo_ev": 0.726, "smiles": "CN1CC[C@]2(C=O)C[C@@H]12", "symbols": ["C", "N", "C", "C", "C", "C", "O", "C", "C", "H", "H", "H", "H", "H", "H", "H", "H", "H", "H", "H"], "positions_angstrom": [[0.051, 1.355, -1.442], [0.636, 1.229, -0.190], [-0.223, 1.223, 1.040], [-0.228, -0.238, 1.555], [-0.051, -1.077, 0.314], [-1.237, -1.298, -0.497], [-2.416, -1.223, -0.203], [1.293, -1.408, -0.435], [1.284, -0.017, -0.008], [0.772, 1.698, -2.209], [-0.582, 0.517, -1.751], [-0.754, 2.217, -1.348], [0.078, 1.915, 1.839], [-1.209, 1.558, 0.794], [0.336, -0.546, 2.518], [-1.356, -0.495, 1.753], [-1.088, -1.746, -1.540], [2.075, -1.875, 0.230], [0.923, -1.856, -1.395], [1.696, 0.067, 0.975]], "forces_ev_per_angstrom": [[-3.1, 3.3, -1.4], [1.8, -0.9, 1.3], [0.5, 0.5, 0.8], [-4.0, -2.0, 1.9], [1.1, -0.5, 0.4], [0.0, -1.0, -1.8], [0.1, 0.6, 1.0], [-0.3, -0.3, 1.0], [-0.8, 0.7, -0.7], [-0.4, -0.5, 0.3], [0.4, -0.3, -0.3], [1.6, -1.4, -0.4], [0.5, 0.0, -0.4], [-0.7, -0.1, -0.5], [-0.6, 0.8, -1.8], [1.8, 0.6, 0.4], [0.6, 0.3, 0.8], [-0.9, -0.3, -1.5], [1.2, 0.7, 0.8], [1.1, -0.3, 0.1]], "nbo_charge": [-0.41, -0.43, -0.24, -0.47, -0.25, 0.36, -0.59, -0.39, 0.10, 0.21, 0.19, 0.20, 0.21, 0.22, 0.23, 0.26, 0.10, 0.24, 0.27, 0.20]}

=====

No. 6
{"formula": "C4H5BrO", "method": "ωB97M-V/def2-TZVPD", "total_energy_ev": -76316.3443, "homo_energy_ha": -0.3584, "gap_ha": 0.378, "e_above_lowest_kj_mol": 159.6, "lumo_ev": 0.531, "smiles": "CC#C[C@H](O)Br", "symbols": ["C", "C", "C", "C", "O", "Br", "H", "H", "H", "H", "H"], "positions_angstrom": [[2.097, -1.092, 0.381], [0.808, -0.607, -0.039], [-0.143, 0.113, -0.278], [-1.488, 0.732, -0.375], [-1.652, 1.834, 0.433], [-2.957, -0.575, 0.034], [3.005, -0.682, -0.144], [2.267, -1.100, 1.414], [2.092, -2.234, 0.045], [-1.851, 1.067, -1.435], [-2.178, 2.545, -0.036]], "forces_ev_per_angstrom": [[1.0, -3.5, -3.0], [-0.8, 2.5, 0.0], [-0.7, -0.9, 0.4], [-1.0, 0.9, -2.6], [-0.2, 1.4, 0.0], [0.3, -0.2, 0.1], [-1.2, 0.0, 0.4], [0.0, 0.2, 1.5], [0.3, 2.1, 0.8], [1.3, -1.1, 1.6], [0.8, -1.5, 0.8]], "nbo_charge": [-0.69, 0.08, -0.10, 0.04, -0.69, -0.07, 0.25, 0.24, 0.23, 0.21, 0.49]}